Formula: C47H93Br2N14O36
Source: OMol25
Level of theory: ωB97M-V with the def2-TZVPD basis set

Last columns: bonded neighbours and bond lengths (Å).
Element x y z (Å)
1 C 4.563 -1.487 -5.389  C2 1.545, H12 1.090, H13 1.090, H14 1.090
2 C 3.824 -1.526 -4.034  C1 1.545, C3 1.612, N7 1.563, C11 1.562
3 C 2.657 -2.634 -3.930  C2 1.612, C4 1.528, H15 1.090, H16 1.090
4 C 3.226 -4.035 -3.710  C3 1.528, C5 1.493, H17 1.090, H18 1.090
5 C 4.027 -4.123 -2.453  C4 1.493, C6 1.650, H19 1.090, H20 1.090
6 C 5.244 -3.028 -2.251  C5 1.650, N7 1.528, C9 1.580, C10 1.488
7 N 4.732 -1.685 -2.770  C2 1.563, C6 1.528, O8 1.403
8 O 5.501 -0.538 -2.528  N7 1.403
9 C 6.521 -3.459 -3.074  C6 1.580, H21 1.090, H22 1.090, H23 1.090
10 C 5.501 -2.898 -0.790  C6 1.488, H24 1.090, H25 1.090, H26 1.090
11 C 3.009 -0.209 -3.828  C2 1.562, H27 1.090, H28 1.090, H29 1.090
12 H 5.218 -2.349 -5.517  C1 1.090
13 H 5.147 -0.570 -5.482  C1 1.090
14 H 3.729 -1.459 -6.090  C1 1.090
15 H 1.941 -2.594 -4.750  C3 1.090
16 H 2.005 -2.305 -3.121  C3 1.090
17 H 3.780 -4.380 -4.583  C4 1.090
18 H 2.359 -4.690 -3.800  C4 1.090
19 H 4.489 -5.104 -2.339  C5 1.090
20 H 3.371 -3.963 -1.597  C5 1.090
21 H 7.317 -2.721 -2.976  C9 1.090
22 H 6.324 -3.593 -4.138  C9 1.090
23 H 6.836 -4.441 -2.721  C9 1.090
24 H 5.581 -3.878 -0.318  C10 1.090
25 H 4.731 -2.319 -0.282  C10 1.090
26 H 6.412 -2.322 -0.627  C10 1.090
27 H 2.264 -0.139 -4.621  C11 1.090
28 H 3.596 0.704 -3.928  C11 1.090
29 H 2.402 -0.135 -2.927  C11 1.090
30 C -1.002 0.467 -2.504  C31 1.518, H40 1.090, H41 1.090, H42 1.090
31 C -0.800 -0.050 -1.091  C30 1.518, N32 1.599, H43 1.090, H44 1.090
32 N -0.288 0.959 0.038  C31 1.599, C33 1.564, C34 1.571, C36 1.507
33 C 0.948 1.745 -0.510  N32 1.564, H45 1.090, H46 1.090, H47 1.090
34 C -1.402 2.012 0.382  N32 1.571, C35 1.609, H48 1.090, H49 1.090
35 C -0.914 3.173 1.383  C34 1.609, H50 1.090, H51 1.090, H52 1.090
36 C 0.102 0.192 1.275  N32 1.507, C37 1.547, H53 1.090, H54 1.090
37 C -0.844 -0.905 1.819  C36 1.547, O38 1.434, H55 1.090, H56 1.090
38 O -2.104 -0.289 2.117  C37 1.434, C39 1.422
39 C -3.079 -1.227 2.555  O38 1.422, H57 1.090, H58 1.090, H59 1.090
40 H -0.033 0.684 -2.953  C30 1.090
41 H -1.691 1.312 -2.525  C30 1.090
42 H -1.454 -0.337 -3.084  C30 1.090
43 H -0.012 -0.801 -1.050  C31 1.090
44 H -1.769 -0.480 -0.838  C31 1.090
45 H 0.521 2.411 -1.260  C33 1.090
46 H 1.557 0.988 -1.003  C33 1.090
47 H 1.394 2.341 0.287  C33 1.090
48 H -2.313 1.514 0.716  C34 1.090
49 H -1.603 2.375 -0.626  C34 1.090
50 H -1.796 3.811 1.422  C35 1.090
51 H -0.160 3.794 0.899  C35 1.090
52 H -0.668 2.911 2.413  C35 1.090
53 H 0.240 0.950 2.046  C36 1.090
54 H 1.092 -0.247 1.155  C36 1.090
55 H -0.476 -1.372 2.733  C37 1.090
56 H -1.059 -1.709 1.115  C37 1.090
57 H -3.340 -1.999 1.831  C39 1.090
58 H -4.077 -0.791 2.609  C39 1.090
59 H -2.878 -1.717 3.507  C39 1.090
60 C -0.251 -0.365 -6.829  C61 1.372, C66 1.469, H70 1.080
61 C 0.551 -1.124 -7.643  C60 1.372, C62 1.529, O69 1.302
62 C 1.915 -0.576 -8.063  C61 1.529, O63 1.285, C64 1.371
63 O 2.670 -1.178 -8.912  C62 1.285
64 C 2.293 0.698 -7.728  C62 1.371, C65 1.479, H71 1.080
65 C 1.489 1.539 -6.814  C64 1.479, C66 1.540, O68 1.254
66 C 0.134 0.971 -6.355  C60 1.469, C65 1.540, O67 1.213
67 O -0.510 1.680 -5.610  C66 1.213
68 O 1.766 2.698 -6.423  C65 1.254
69 O 0.248 -2.378 -7.820  C61 1.302
70 H -1.174 -0.669 -6.357  C60 1.080
71 H 3.302 0.972 -7.997  C64 1.080
72 C 1.432 6.943 -3.454  C73 1.369, C78 1.448, H82 1.080
73 C 0.900 5.766 -3.908  C72 1.369, C74 1.491, O81 1.289
74 C 0.062 4.892 -3.039  C73 1.491, O75 1.310, C76 1.342
75 O -0.648 3.926 -3.569  C74 1.310
76 C -0.120 5.058 -1.720  C74 1.342, C77 1.497, H83 1.080
77 C 0.358 6.346 -1.126  C76 1.497, C78 1.656, O80 1.259
78 C 1.202 7.390 -2.096  C72 1.448, C77 1.656, O79 1.260
79 O 1.698 8.430 -1.587  C78 1.260
80 O 0.123 6.665 0.069  C77 1.259
81 O 1.173 5.528 -5.146  C73 1.289
82 H 2.075 7.540 -4.083  C72 1.080
83 H -0.840 4.438 -1.208  C76 1.080
84 O 2.313 -1.476 -0.628  H85 0.977
85 H 2.228 -2.449 -0.586  O84 0.977
86 C -4.323 1.299 -4.626  N87 1.445, H90 1.090, H91 1.090, H92 1.090
87 N -5.747 1.111 -4.470  C86 1.445, O88 1.236, O89 1.245
88 O -6.346 1.504 -3.463  N87 1.236
89 O -6.332 0.669 -5.477  N87 1.245
90 H -4.259 2.013 -5.447  C86 1.090
91 H -3.890 0.363 -4.977  C86 1.090
92 H -3.894 1.636 -3.682  C86 1.090
93 C 3.724 2.201 4.910  N94 1.524, H97 1.090, H98 1.090, H99 1.090
94 N 2.822 1.534 3.879  C93 1.524, O95 1.280, O96 1.221
95 O 2.657 0.266 3.881  N94 1.280
96 O 2.205 2.252 3.108  N94 1.221
97 H 3.408 3.238 5.025  C93 1.090
98 H 4.697 2.144 4.422  C93 1.090
99 H 3.863 1.709 5.873  C93 1.090
100 C -4.610 2.518 2.988  N101 1.479, H104 1.090, H105 1.090, H106 1.090
101 N -5.107 1.422 3.848  C100 1.479, O102 1.204, O103 1.226
102 O -6.262 1.120 3.688  N101 1.204
103 O -4.283 0.947 4.622  N101 1.226
104 H -5.435 3.001 2.465  C100 1.090
105 H -3.845 2.080 2.346  C100 1.090
106 H -4.163 3.235 3.676  C100 1.090
107 C -2.836 6.887 0.041  N108 1.477, H111 1.090, H112 1.090, H113 1.090
108 N -4.199 7.351 -0.289  C107 1.477, O109 1.227, O110 1.210
109 O -5.124 6.860 0.350  N108 1.227
110 O -4.305 8.333 -0.988  N108 1.210
111 H -2.097 7.339 -0.620  C107 1.090
112 H -2.770 5.803 -0.061  C107 1.090
113 H -2.605 7.312 1.017  C107 1.090
114 C 3.979 0.683 0.837  N115 1.563, H118 1.090, H119 1.090, H120 1.090
115 N 5.172 1.622 1.212  C114 1.563, O116 1.240, O117 1.238
116 O 6.321 1.316 0.861  N115 1.240
117 O 4.862 2.640 1.844  N115 1.238
118 H 3.063 1.215 1.094  C114 1.090
119 H 4.035 -0.219 1.446  C114 1.090
120 H 4.172 0.451 -0.210  C114 1.090
121 C 0.022 4.895 4.936  N122 1.484, H125 1.090, H126 1.090, H127 1.090
122 N -0.506 3.549 5.273  C121 1.484, O123 1.202, O124 1.195
123 O -1.685 3.322 5.227  N122 1.202
124 O 0.375 2.771 5.492  N122 1.195
125 H 0.143 5.488 5.843  C121 1.090
126 H -0.712 5.298 4.239  C121 1.090
127 H 1.007 4.771 4.486  C121 1.090
128 C 3.917 4.974 -2.819  N129 1.539, H132 1.090, H133 1.090, H134 1.090
129 N 3.604 3.554 -2.318  C128 1.539, O130 1.187, O131 1.234
130 O 4.202 3.230 -1.345  N129 1.187
131 O 2.737 2.900 -2.904  N129 1.234
132 H 5.004 5.027 -2.768  C128 1.090
133 H 3.502 5.750 -2.176  C128 1.090
134 H 3.654 5.045 -3.874  C128 1.090
135 C -4.783 -5.701 0.020  N136 1.529, H139 1.090, H140 1.090, H141 1.090
136 N -4.119 -4.342 0.241  C135 1.529, O137 1.248, O138 1.223
137 O -4.823 -3.358 -0.063  N136 1.248
138 O -3.018 -4.280 0.770  N136 1.223
139 H -4.711 -5.902 -1.049  C135 1.090
140 H -5.820 -5.677 0.355  C135 1.090
141 H -4.387 -6.515 0.628  C135 1.090
142 C -0.173 -3.804 -1.508  N143 1.475, H146 1.090, H147 1.090, H148 1.090
143 N -0.440 -5.224 -1.806  C142 1.475, O144 1.217, O145 1.212
144 O 0.344 -5.867 -2.479  N143 1.217
145 O -1.377 -5.712 -1.213  N143 1.212
146 H 0.839 -3.722 -1.110  C142 1.090
147 H -0.962 -3.468 -0.836  C142 1.090
148 H -0.302 -3.285 -2.458  C142 1.090
149 C 2.632 -3.106 1.984  N150 1.509, H153 1.090, H154 1.090, H155 1.090
150 N 1.676 -4.148 1.457  C149 1.509, O151 1.211, O152 1.239
151 O 2.123 -5.099 0.855  N150 1.211
152 O 0.457 -3.933 1.531  N150 1.239
153 H 3.268 -3.072 1.099  C149 1.090
154 H 3.278 -3.491 2.773  C149 1.090
155 H 2.177 -2.141 2.204  C149 1.090
156 C -1.565 -4.397 3.885  N157 1.491, H160 1.090, H161 1.090, H162 1.090
157 N -0.805 -5.668 3.714  C156 1.491, O158 1.229, O159 1.238
158 O -1.319 -6.690 3.267  N157 1.229
159 O 0.417 -5.568 3.893  N157 1.238
160 H -1.583 -4.143 4.945  C156 1.090
161 H -2.606 -4.441 3.563  C156 1.090
162 H -1.094 -3.618 3.285  C156 1.090
163 C -6.202 -0.593 -0.986  N164 1.500, H167 1.090, H168 1.090, H169 1.090
164 N -5.099 0.316 -0.530  C163 1.500, O165 1.213, O166 1.223
165 O -4.939 0.551 0.650  N164 1.213
166 O -4.324 0.706 -1.392  N164 1.223
167 H -5.646 -1.409 -1.447  C163 1.090
168 H -6.791 -0.053 -1.728  C163 1.090
169 H -6.820 -0.917 -0.149  C163 1.090
170 Br -8.239 -1.416 3.928  C171 2.025
171 C -7.032 -2.986 4.354  Br170 2.025, C172 1.520, H174 1.090, H175 1.090
172 C -5.870 -2.578 5.245  C171 1.520, Br173 2.051, H176 1.090, H177 1.090
173 Br -4.629 -4.166 5.628  C172 2.051
174 H -6.749 -3.514 3.443  C171 1.090
175 H -7.712 -3.674 4.856  C171 1.090
176 H -6.275 -2.156 6.165  C172 1.090
177 H -5.269 -1.767 4.835  C172 1.090
178 C 1.828 -3.238 6.378  C179 1.518, H183 1.090, H184 1.090, H185 1.090
179 C 1.434 -1.993 7.152  C178 1.518, O180 1.423, H186 1.090, H187 1.090
180 O 0.136 -1.480 6.872  C179 1.423, C181 1.388
181 C 0.121 -0.734 5.702  O180 1.388, C182 1.513, H188 1.090, H189 1.090
182 C -1.301 -0.218 5.648  C181 1.513, H190 1.090, H191 1.090, H192 1.090
183 H 1.891 -3.045 5.307  C178 1.090
184 H 2.774 -3.677 6.694  C178 1.090
185 H 1.074 -4.017 6.496  C178 1.090
186 H 1.393 -2.250 8.210  C179 1.090
187 H 2.255 -1.279 7.091  C179 1.090
188 H 0.895 0.033 5.691  C181 1.090
189 H 0.277 -1.310 4.790  C181 1.090
190 H -2.063 -0.990 5.760  C182 1.090
191 H -1.543 0.354 4.753  C182 1.090
192 H -1.501 0.337 6.565  C182 1.090

Computed properties:
**Strongest force on any atom**: 6.62 eV/Å
**Lowest unoccupied orbital energy**: 2.53 eV
**Total charge**: -3
**Total energy**: -284857.458 eV
**HOMO**: 0.42 eV
**Gap between HOMO and LUMO**: 2.111 eV